Entry 1:
C33H88N18O11 | the ωB97M-V functional and the def2-TZVPD basis

Summary:
ΔE to the lowest compared entry with this formula, charge and spin = 3.0326 eV

Each line ends with the Löwdin charge.
Element x y z (Å)
C: 4.08 2.06 -2.92  -0.0202
C: 3.78 0.73 -3.59  -0.4832
C: 2.61 0.07 -2.80  -0.0270
C: 3.37 1.08 -5.05  -0.1196
C: 3.37 -0.04 -6.14  -0.1477
C: 4.75 -0.76 -5.94  -0.1401
C: 5.02 -1.26 -4.52  -0.5199
C: 4.03 -2.45 -4.32  -0.0322
C: 6.43 -1.92 -4.52  -0.0229
N: 4.91 -0.19 -3.61  -0.1060
O: 5.39 -0.45 -2.30  -0.0015
H: 4.96 2.42 -3.46  0.0954
H: 3.23 2.73 -2.80  0.0945
H: 4.41 1.92 -1.89  0.0599
H: 1.77 0.76 -2.67  0.0788
H: 2.16 -0.80 -3.29  0.0580
H: 2.98 -0.31 -1.85  0.0610
H: 2.29 1.25 -4.92  0.0921
H: 3.83 1.98 -5.44  0.1155
H: 2.57 -0.72 -5.89  0.0666
H: 3.32 0.38 -7.14  0.1095
H: 5.51 -0.02 -6.19  0.1258
H: 4.78 -1.59 -6.65  0.1180
H: 4.43 -3.36 -4.77  0.0816
H: 3.04 -2.29 -4.75  0.0575
H: 3.84 -2.66 -3.26  0.0862
H: 6.70 -2.27 -5.51  0.0832
H: 6.36 -2.82 -3.91  0.0780
H: 7.23 -1.26 -4.19  0.0812
H: 6.30 -0.14 -2.39  0.1050
C: 4.68 1.97 4.62  -0.0385
C: 4.11 2.04 3.15  -0.4700
C: 3.37 3.40 3.05  -0.0349
C: 5.40 1.99 2.31  -0.1374
C: 5.26 1.59 0.85  -0.1769
C: 4.46 0.28 0.81  -0.1410
C: 3.10 0.32 1.55  -0.4913
C: 2.01 1.03 0.81  -0.0145
C: 2.79 -1.19 1.68  -0.0190
N: 3.26 0.88 2.92  -0.1132
O: 2.07 0.86 3.67  -0.0071
H: 5.75 2.18 4.63  0.0701
H: 4.23 2.69 5.33  0.0743
H: 4.47 1.12 5.27  0.0781
H: 3.08 3.61 2.02  0.0492
H: 2.53 3.37 3.74  0.0835
H: 3.96 4.20 3.50  0.0893
H: 5.70 3.04 2.21  0.1237
H: 6.14 1.35 2.78  0.1162
H: 4.61 2.30 0.33  0.1020
H: 6.20 1.46 0.33  0.1139
H: 5.11 -0.50 1.21  0.1247
H: 4.15 0.15 -0.22  0.0752
H: 1.02 0.82 1.23  0.0730
H: 2.01 0.66 -0.22  0.0662
H: 2.12 2.11 0.87  0.0741
H: 2.71 -1.64 0.69  0.0842
H: 1.75 -1.26 2.04  0.0544
H: 3.53 -1.68 2.30  0.0898
H: 2.22 0.12 4.26  0.1061
C: -1.50 5.48 -2.81  -0.1075
O: -0.65 4.84 -1.89  -0.2230
C: 0.31 5.65 -1.20  -0.1987
C: 0.59 4.94 0.11  -0.4210
C: -0.71 4.75 0.94  -0.0500
N: 1.53 5.70 0.92  0.0454
H: -0.91 6.17 -3.43  0.0877
H: -2.30 5.95 -2.23  0.0913
H: -2.00 4.79 -3.49  0.0744
H: 1.27 5.80 -1.70  0.1223
H: -0.22 6.60 -1.10  0.1223
H: 1.02 4.00 -0.24  0.1220
H: -0.65 4.51 2.00  0.0716
H: -1.42 4.01 0.56  0.0591
H: -1.24 5.71 0.99  0.0833
H: 2.03 5.10 1.57  0.0282
H: 1.04 6.31 1.56  0.0747
C: -1.06 0.99 -0.36  -0.1060
O: -1.37 0.29 0.82  -0.1909
C: -2.20 -0.82 0.58  -0.1741
C: -2.35 -1.64 1.90  -0.3773
C: -1.07 -2.32 2.30  -0.0434
N: -3.41 -2.68 1.71  0.0400
H: -0.24 0.52 -0.91  0.0746
H: -0.54 1.91 -0.07  0.0755
H: -1.95 1.23 -0.94  0.0717
H: -3.19 -0.41 0.38  0.1211
H: -1.86 -1.52 -0.20  0.1097
H: -2.89 -1.00 2.60  0.1113
H: -1.17 -2.85 3.25  0.0711
H: -0.27 -1.57 2.39  0.0579
H: -0.72 -3.05 1.59  0.0699
H: -3.22 -3.24 2.55  0.0664
H: -3.19 -3.34 0.97  0.0482
N: -1.64 1.01 -3.75  0.1654
C: -0.72 0.00 -3.87  -0.6418
N: -0.14 0.08 -5.09  0.1704
O: -0.49 -0.88 -3.05  0.0096
H: -2.09 1.11 -2.85  0.0667
H: -2.22 1.29 -4.51  0.1015
H: 0.67 -0.49 -5.28  0.0763
H: -0.38 0.76 -5.78  0.1067
N: -0.33 -3.16 -1.33  0.1686
C: -1.43 -3.92 -1.42  -0.6437
N: -1.89 -4.08 -2.69  0.1793
O: -1.97 -4.41 -0.42  -0.0207
H: -0.01 -2.51 -2.03  0.0620
H: 0.26 -3.35 -0.54  0.1070
H: -1.23 -3.86 -3.42  0.0961
H: -2.64 -4.73 -2.85  0.1064
N: -5.40 -1.17 4.07  0.1424
C: -6.30 -2.21 3.92  -0.7002
N: -5.99 -3.00 2.89  0.1455
O: -7.16 -2.40 4.79  -0.0040
H: -5.07 -0.68 3.25  0.0738
H: -5.68 -0.60 4.85  0.0997
H: -6.57 -3.79 2.63  0.1065
H: -5.32 -2.72 2.17  0.0606
N: -7.12 2.10 0.84  0.1499
C: -5.82 2.21 0.42  -0.6732
N: -5.55 1.63 -0.77  0.1615
O: -4.98 2.74 1.14  0.0163
H: -7.96 1.82 0.38  0.0965
H: -7.22 2.81 1.55  0.1093
H: -6.19 0.97 -1.17  0.1020
H: -4.58 1.58 -1.03  0.0854
N: -4.77 -5.46 4.46  0.1767
C: -3.45 -5.59 4.60  -0.7000
N: -2.77 -4.55 5.13  0.1470
O: -2.82 -6.62 4.28  -0.0161
H: -5.14 -4.54 4.62  0.0745
H: -5.29 -6.15 3.95  0.1094
H: -1.80 -4.68 5.31  0.1015
H: -3.26 -3.89 5.73  0.1025
N: -1.36 2.44 4.92  0.1516
C: -2.54 2.77 4.34  -0.6993
N: -2.88 2.00 3.29  0.1760
O: -3.23 3.70 4.76  -0.0024
H: -0.72 1.76 4.56  0.0839
H: -1.10 3.19 5.55  0.1058
H: -3.61 2.20 2.62  0.0599
H: -2.20 1.36 2.90  0.0698
N: -6.61 -6.50 -0.09  0.1451
C: -5.68 -5.58 -0.40  -0.6975
N: -4.38 -5.90 -0.31  0.1658
O: -6.01 -4.39 -0.58  -0.0269
H: -6.54 -7.50 0.00  0.0964
H: -7.57 -6.31 -0.34  0.1022
H: -3.69 -5.16 -0.21  0.0510
H: -4.15 -6.88 -0.30  0.1015


Entry 2:
C33H88N7O7S | the ωB97M-V functional and the def2-TZVPD basis

Summary:
Total charge = +1

Each line ends with the Löwdin charge.
Element x y z (Å)
C: -6.92 -0.14 -3.89  -0.0985
N: -6.12 0.47 -2.80  -0.1375
C: -5.81 -0.46 -1.75  -0.3750
S: -4.49 -1.70 -2.16  1.1854
O: -3.02 -1.08 -1.70  -0.4060
C: -2.66 -0.10 -2.72  -0.2435
C: -1.20 -0.30 -3.29  -0.3211
C: -0.80 -1.81 -3.10  -0.0430
C: -1.26 0.13 -4.78  -0.1474
C: 0.13 0.48 -5.45  -0.3904
C: 1.25 0.98 -4.48  -0.0751
C: 0.71 -0.68 -6.35  -0.0810
H: -8.00 -0.10 -3.62  0.0965
H: -6.83 0.50 -4.79  0.0971
H: -6.60 -1.18 -4.07  0.0729
H: -5.30 0.95 -3.14  0.0973
H: -5.59 0.11 -0.83  0.1154
H: -6.73 -1.06 -1.54  0.1211
H: -4.69 -2.73 -1.26  0.0551
H: -2.75 0.94 -2.34  0.1217
H: -3.35 -0.18 -3.60  0.0911
H: -0.55 0.31 -2.64  0.1267
H: -1.59 -2.49 -3.48  0.0840
H: 0.18 -2.04 -3.56  0.0818
H: -0.69 -2.01 -2.01  0.0798
H: -1.78 -0.69 -5.33  0.1228
H: -1.93 1.02 -4.85  0.0997
H: -0.06 1.33 -6.17  0.0997
H: 1.15 2.07 -4.34  0.0835
H: 1.33 0.42 -3.53  0.0662
H: 2.22 0.82 -5.01  0.0818
H: -0.07 -1.14 -6.99  0.0717
H: 1.45 -0.21 -7.03  0.0781
H: 1.19 -1.41 -5.67  0.0696
C: -4.26 3.60 1.72  -0.0631
C: -3.38 2.38 1.44  -0.4201
C: -1.96 2.50 2.02  -0.1933
O: -1.09 3.35 1.28  -0.1947
C: -1.23 4.73 1.56  -0.0949
N: -3.35 2.13 -0.01  0.0405
H: -4.01 4.44 1.08  0.0670
H: -5.31 3.35 1.53  0.0751
H: -4.17 3.91 2.76  0.0805
H: -3.85 1.52 1.93  0.1317
H: -1.50 1.51 1.98  0.1093
H: -1.97 2.79 3.08  0.1108
H: -1.48 4.91 2.61  0.0961
H: -1.99 5.18 0.91  0.0745
H: -0.28 5.21 1.33  0.0900
H: -2.84 1.27 -0.17  0.0478
H: -2.75 2.85 -0.42  0.0751
C: -0.89 1.75 -9.53  -0.0597
C: -2.15 1.70 -8.66  -0.4199
C: -3.38 2.35 -9.32  -0.2084
O: -3.38 3.76 -9.29  -0.1896
C: -2.61 4.37 -10.32  -0.0984
N: -1.84 2.30 -7.36  0.0438
H: -0.44 2.74 -9.54  0.0693
H: -0.14 1.06 -9.16  0.0680
H: -1.12 1.47 -10.56  0.0836
H: -2.38 0.64 -8.50  0.1329
H: -4.26 2.05 -8.74  0.1185
H: -3.54 1.98 -10.33  0.1224
H: -2.65 3.80 -11.25  0.0929
H: -1.58 4.51 -10.01  0.0755
H: -3.03 5.36 -10.51  0.0903
H: -2.65 2.17 -6.75  0.0683
H: -1.80 3.31 -7.49  0.0830
C: 2.86 -2.43 2.42  -0.0700
C: 1.62 -2.50 3.30  -0.4184
C: 0.37 -1.86 2.65  -0.2071
O: 0.37 -0.44 2.67  -0.2049
C: 1.13 0.17 1.63  -0.0850
N: 1.92 -1.89 4.60  0.0547
H: 3.31 -1.44 2.41  0.0394
H: 3.62 -3.12 2.79  0.0477
H: 2.63 -2.72 1.39  0.0842
H: 1.39 -3.55 3.46  0.1262
H: -0.50 -2.16 3.24  0.1167
H: 0.22 -2.23 1.63  0.1116
H: 1.09 -0.41 0.70  0.0884
H: 2.17 0.30 1.95  0.0681
H: 0.72 1.16 1.45  0.0742
H: 1.12 -2.02 5.22  0.0664
H: 1.96 -0.88 4.46  0.0637
C: -2.99 0.81 8.18  -0.0695
C: -3.68 1.56 7.05  -0.4296
C: -3.03 1.33 5.67  -0.2100
O: -1.82 2.04 5.46  -0.2105
C: -0.67 1.43 6.02  -0.0925
N: -3.74 2.99 7.38  0.0425
H: -2.06 1.29 8.49  0.0661
H: -3.64 0.79 9.06  0.0786
H: -2.78 -0.22 7.90  0.0782
H: -4.71 1.18 6.99  0.1348
H: -3.72 1.70 4.91  0.1112
H: -2.89 0.26 5.47  0.1192
H: -0.73 0.34 5.98  0.0873
H: -0.52 1.76 7.05  0.0782
H: 0.19 1.75 5.44  0.0872
H: -4.29 3.47 6.68  0.0694
H: -2.81 3.37 7.27  0.0701
C: 3.28 -6.50 2.91  -0.0645
C: 4.64 -5.95 2.50  -0.4277
C: 5.73 -7.03 2.38  -0.2071
O: 6.24 -7.49 3.62  -0.1875
C: 5.45 -8.47 4.26  -0.1039
N: 5.03 -4.89 3.44  0.0396
H: 3.23 -6.74 3.97  0.0682
H: 2.50 -5.75 2.72  0.0601
H: 3.03 -7.39 2.34  0.0796
H: 4.52 -5.49 1.51  0.1334
H: 6.58 -6.59 1.86  0.1218
H: 5.39 -7.87 1.77  0.1198
H: 4.96 -9.14 3.54  0.0906
H: 4.70 -8.01 4.90  0.0746
H: 6.10 -9.07 4.90  0.0891
H: 5.89 -4.46 3.11  0.0796
H: 5.30 -5.34 4.31  0.0779
C: 7.14 2.37 2.98  -0.0699
C: 5.64 2.62 3.09  -0.4280
C: 4.84 1.35 3.45  -0.1987
O: 4.65 0.44 2.37  -0.2294
C: 5.75 -0.42 2.13  -0.0964
N: 5.16 3.22 1.84  0.0400
H: 7.42 1.87 2.05  0.0646
H: 7.68 3.32 2.99  0.0779
H: 7.50 1.77 3.81  0.0797
H: 5.49 3.34 3.89  0.1359
H: 3.83 1.67 3.73  0.1166
H: 5.26 0.84 4.32  0.1237
H: 6.26 -0.71 3.06  0.0993
H: 6.45 0.04 1.44  0.0784
H: 5.36 -1.33 1.66  0.0766
H: 4.19 3.48 1.95  0.0681
H: 5.15 2.49 1.13  0.0671


no.,LUMO (hartree),frontier orbital gap (eV),energy (eV)
1,-0.0002,8.23,-84994.6982
2,-0.1438,6.55,-71234.5021